The following is a DFT calculation (ωB97M-V with the def2-TZVPD basis set) of an isolated ion of composition C4H12BN2O2S and charge +1 at a distorted geometry.

Each line ends with the Löwdin charge.
CARTESIAN COORDINATES (ANGSTROEM)
B  -1.72  0.16  -0.16  -0.398
C  2.55  0.62  -0.25  -0.631
C  -0.08  -2.62  0.23  -0.076
C  -2.45  1.75  -0.24  0.017
C  0.45  -1.22  0.59  -0.526
N  3.74  0.96  -0.62  0.171
N  1.56  1.42  0.11  0.175
O  -0.42  -0.10  0.43  -0.059
O  -2.40  -0.84  -0.89  0.140
S  2.03  -1.11  -0.44  1.065
H  -0.54  -2.68  -0.76  0.096
H  -0.83  -2.87  1.00  0.117
H  0.76  -3.19  0.26  0.032
H  -3.17  1.72  0.59  0.064
H  -2.83  1.86  -1.22  0.040
H  -1.66  2.48  -0.05  0.035
H  3.96  1.92  -0.31  0.162
H  4.51  0.34  -0.72  0.125
H  1.70  2.38  -0.06  0.124
H  0.73  -1.15  1.65  0.139
H  0.58  1.18  0.34  0.090
H  -3.25  -0.76  -1.29  0.097

Computed properties:
Charge: +1
ΔE to the lowest compared entry with this formula, charge and spin, kJ/mol: 0.00
LUMO level, eV: -3.2
Kohn-Sham gap, eV: 10.65
HOMO energy, eV: -13.87

***

The following is a DFT calculation (ωB97M-V with the def2-TZVPD basis set) of C4H12BrHfO2S2 as an isolated structure at a distorted geometry.

Each line ends with the Löwdin charge.
CARTESIAN COORDINATES (ANGSTROEM)
Hf  0.93  2.89  -1.47  2.000
Br  3.00  1.26  -0.75  0.307
C  -1.46  1.22  2.63  -0.165
S  -0.31  0.65  1.32  0.981
O  0.07  1.81  0.38  -0.756
C  1.08  0.30  2.44  -0.195
H  -1.17  2.24  2.89  0.085
H  -1.36  0.56  3.49  0.090
H  -2.47  1.41  2.27  0.080
H  0.84  -0.54  3.10  0.098
H  1.36  1.15  3.06  0.094
H  1.87  -0.03  1.76  0.026
C  -1.57  -1.44  -2.11  -0.187
S  -0.22  -0.46  -2.80  1.038
O  -0.03  0.93  -2.10  -0.753
C  1.09  -1.56  -2.13  -0.189
H  -1.55  -2.44  -2.55  0.102
H  -2.53  -0.98  -2.34  0.083
H  -1.44  -1.55  -1.03  0.064
H  2.11  -1.23  -2.29  0.046
H  0.93  -2.48  -2.69  0.091
H  0.82  -1.69  -1.08  0.060

Computed properties:
Charge: +3
ΔE to the lowest compared entry with this formula, charge and spin, kJ/mol: 151.85
LUMO level, eV: -14.5
Kohn-Sham gap, eV: 6.44
HOMO energy, eV: -20.95

***

The following is a DFT calculation (ωB97M-V with the def2-TZVPD basis set) of C4H12BrMnO2 as an isolated structure at a distorted geometry.

Each line ends with the Löwdin charge.
CARTESIAN COORDINATES (ANGSTROEM)
Mn  0.13  0.80  -2.09  1.151
Br  1.49  -1.14  -0.66  -0.006
C  3.32  2.78  -0.82  -0.053
C  1.89  2.70  -0.32  -0.328
O  1.08  2.76  -1.45  -0.175
H  3.39  3.59  -1.54  0.084
H  3.63  1.95  -1.46  0.083
H  3.97  2.87  0.05  0.099
H  1.57  3.35  0.49  0.139
H  1.75  1.70  0.10  0.053
H  1.11  3.67  -1.75  0.126
C  -3.36  -2.64  1.64  -0.093
C  -2.28  -3.14  0.71  -0.300
O  -1.71  -1.99  0.07  -0.159
H  -3.19  -1.87  2.39  0.074
H  -3.71  -3.51  2.19  0.075
H  -4.20  -2.21  1.09  0.071
H  -2.64  -3.88  0.00  0.112
H  -1.49  -3.63  1.28  0.112
H  -0.76  -2.15  0.07  -0.063

Computed properties:
2S+1: 6
Expectation value of S²: 8.76
Charge: +1
ΔE to the lowest compared entry with this formula, charge and spin, kJ/mol: 114.51
LUMO level (spin up / spin down), eV: -6.7 / -6.8
Kohn-Sham gap (spin up / spin down), eV: 5.99 / 5.93
HOMO energy (spin up / spin down), eV: -12.74 / -12.73

***

The following is a DFT calculation (ωB97M-V with the def2-TZVPD basis set) of a 2-piece molecular cluster, C4H12BrN3O overall at a distorted geometry.

Each line ends with the Löwdin charge.
CARTESIAN COORDINATES (ANGSTROEM)
C  1.30  0.93  -0.69  -0.222
C  0.76  0.86  0.80  -0.166
C  -0.64  0.46  1.15  -0.459
C  -1.07  -1.81  0.18  -0.205
N  2.63  0.69  -0.88  0.131
N  0.91  2.24  0.07  0.170
N  -2.45  -1.88  -0.33  0.200
O  -0.12  -2.03  -0.75  0.059
Br  -2.08  1.37  0.25  0.822
H  0.74  0.88  -1.56  0.144
H  1.41  0.67  1.61  0.144
H  -0.91  0.10  2.10  0.041
H  -1.03  -2.12  1.35  0.196
H  3.04  0.86  -1.79  0.135
H  0.16  2.84  0.00  0.088
H  3.33  0.83  -0.21  0.099
H  1.75  2.71  0.35  0.164
H  -2.35  -2.23  -1.22  0.136
H  -3.14  -2.33  0.33  0.213
H  -3.03  -0.95  -0.46  0.143
H  0.77  -2.09  -0.31  0.167

Computed properties:
Charge: +2
ΔE to the lowest compared entry with this formula, charge and spin, kJ/mol: 232.37
LUMO level (spin up / spin down), eV: -7.8 / -8.2
Kohn-Sham gap (spin up / spin down), eV: 8.45 / 8.08
HOMO energy (spin up / spin down), eV: -16.21 / -16.28

***

The following is a DFT calculation (ωB97M-V with the def2-TZVPD basis set) of C4H12Cl2LiO10 as an isolated structure at a distorted geometry.

Each line ends with the Löwdin charge.
CARTESIAN COORDINATES (ANGSTROEM)
Li  -0.09  0.73  -0.39  0.688
Cl  -1.06  3.81  -1.90  0.623
O  -0.69  5.16  -1.52  -0.378
O  -2.47  3.61  -1.77  -0.360
O  -0.63  3.56  -3.23  -0.347
O  -0.41  2.88  -0.98  -0.450
Cl  -1.67  -1.45  -2.44  0.631
O  -0.51  -0.86  -1.79  -0.456
O  -2.79  -0.57  -2.24  -0.352
O  -1.38  -1.61  -3.83  -0.341
O  -1.95  -2.71  -1.81  -0.372
C  -1.82  -1.99  2.19  -0.072
C  -1.03  -0.71  2.39  -0.290
O  -1.19  0.18  1.28  -0.129
H  -1.98  -2.55  3.11  0.070
H  -1.31  -2.62  1.46  0.079
H  -2.81  -1.76  1.81  0.083
H  0.03  -0.96  2.37  0.097
H  -1.33  -0.22  3.32  0.114
H  -2.06  0.60  1.33  0.109
C  3.81  -0.52  0.08  -0.089
C  2.34  -0.54  0.43  -0.279
O  1.78  0.79  0.34  -0.135
H  4.23  -1.53  0.12  0.079
H  4.40  0.00  0.85  0.076
H  4.11  -0.09  -0.87  0.085
H  2.18  -0.84  1.47  0.107
H  1.82  -1.20  -0.27  0.116
H  2.49  1.40  0.52  0.093

Computed properties:
Charge: -1
ΔE to the lowest compared entry with this formula, charge and spin, kJ/mol: 0.00
LUMO level, eV: 2.1
Kohn-Sham gap, eV: 8.39
HOMO energy, eV: -6.26

***

The following is a DFT calculation (ωB97M-V with the def2-TZVPD basis set) of an isolated ion of composition C4H12ClN2 and charge +1 at a distorted geometry.

Each line ends with the Löwdin charge.
CARTESIAN COORDINATES (ANGSTROEM)
C  -2.26  1.06  -0.26  -0.102
C  -0.86  1.05  0.46  -0.272
C  -0.12  -0.23  0.17  -0.222
C  1.38  -0.32  0.44  -0.371
N  2.06  0.75  -0.26  -0.307
N  1.93  -1.66  -0.20  0.162
Cl  3.82  0.73  0.08  0.531
H  -2.14  0.90  -1.39  0.092
H  -2.90  0.28  0.10  0.060
H  -2.70  2.13  -0.33  0.105
H  -0.81  1.49  1.50  0.130
H  -0.31  1.96  0.01  0.121
H  -0.62  -1.04  0.71  0.123
H  -0.42  -0.40  -0.93  0.140
H  1.63  -0.37  1.59  0.192
H  2.01  0.77  -1.26  0.069
H  1.66  -2.52  0.32  0.164
H  1.40  -1.90  -1.12  0.202
H  3.02  -1.79  -0.29  0.183

Computed properties:
2S+1: 3
Expectation value of S²: 2.01
Charge: +1
ΔE to the lowest compared entry with this formula, charge and spin, kJ/mol: 52.78
LUMO level (spin up / spin down), eV: -3.9 / -7.0
Kohn-Sham gap (spin up / spin down), eV: 6.52 / 7.85
HOMO energy (spin up / spin down), eV: -10.41 / -14.83

***

The following is a DFT calculation (ωB97M-V with the def2-TZVPD basis set) of one molecule with the formula C4H12ClN2OP at a distorted geometry.

Each line ends with the Löwdin charge.
CARTESIAN COORDINATES (ANGSTROEM)
C  1.16  2.10  0.03  -0.106
C  1.38  0.60  -0.27  -0.319
N  0.40  -0.13  0.46  -0.168
C  0.37  -1.58  0.65  -0.350
C  0.28  -2.43  -0.66  -0.129
P  -1.56  0.37  -0.31  0.348
N  -2.09  1.45  0.87  -0.125
O  -1.74  0.90  -1.65  -0.341
Cl  -2.75  -1.24  0.20  0.370
H  2.04  2.61  -0.20  0.052
H  0.31  2.64  -0.50  0.086
H  0.83  2.11  0.98  0.017
H  1.29  0.66  -1.42  0.134
H  2.27  0.16  0.16  0.116
H  -0.46  -1.86  1.31  0.064
H  1.16  -2.02  1.15  0.077
H  1.10  -2.18  -1.44  0.099
H  0.12  -3.55  -0.54  0.091
H  -0.58  -2.24  -1.26  -0.006
H  -1.75  2.38  0.66  0.052
H  -1.77  1.25  1.80  0.039

Computed properties:
SMILES: CCN(CC)[P@@](N)(=O)Cl
ΔE to the lowest compared entry with this formula, charge and spin, kJ/mol: 41.29
LUMO level, eV: 0.3
Kohn-Sham gap, eV: 9.26
HOMO energy, eV: -8.98

***

The following is a DFT calculation (ωB97M-V with the def2-TZVPD basis set) of a 2-piece molecular cluster, C4H12ClNSi overall at a distorted geometry.

Each line ends with the Löwdin charge.
CARTESIAN COORDINATES (ANGSTROEM)
C  -0.83  1.27  -1.52  -0.108
C  0.17  2.02  0.62  -0.191
C  1.02  -1.80  -1.10  -0.164
C  -0.91  -1.61  1.61  -0.181
N  -0.43  0.92  -0.09  -0.355
Si  0.07  -0.70  0.23  0.821
Cl  3.05  0.36  1.61  -0.506
H  -1.29  0.36  -1.94  0.068
H  -1.63  2.07  -1.50  0.096
H  -0.03  1.80  -2.08  0.093
H  1.10  2.27  0.17  0.052
H  -0.53  2.88  0.73  0.088
H  0.33  1.62  1.69  0.080
H  0.22  -2.20  -1.77  0.041
H  1.74  -1.30  -1.62  -0.018
H  1.42  -2.65  -0.50  0.047
H  -1.69  -0.85  1.85  0.030
H  -1.50  -2.51  1.16  0.068
H  -0.30  -1.94  2.47  0.039

Computed properties:
ΔE to the lowest compared entry with this formula, charge and spin, kJ/mol: 353.93
LUMO level, eV: -0.8
Kohn-Sham gap, eV: 7.39
HOMO energy, eV: -8.22

***

The following is a DFT calculation (ωB97M-V with the def2-TZVPD basis set) of a 3-piece molecular cluster, C4H12ClO4 overall at a distorted geometry.

Each line ends with the Löwdin charge.
CARTESIAN COORDINATES (ANGSTROEM)
Cl  0.37  1.75  -0.72  -0.381
C  -3.19  -0.24  -1.82  -0.287
C  -3.91  0.24  -0.56  -0.227
O  -5.13  0.96  -0.86  -0.091
O  -2.37  0.76  -2.36  -0.099
H  -3.95  -0.52  -2.55  0.110
H  -2.65  -1.17  -1.59  0.113
H  -3.25  0.94  -0.05  0.116
H  -4.17  -0.55  0.14  0.108
H  -5.85  0.33  -0.77  0.062
H  -1.50  0.68  -1.94  -0.034
C  3.09  0.18  1.47  -0.285
C  4.05  -0.89  1.92  -0.274
O  5.10  -1.03  0.97  -0.086
O  2.62  -0.15  0.17  -0.152
H  3.72  1.08  1.35  0.119
H  2.32  0.42  2.21  0.116
H  3.57  -1.87  2.09  0.111
H  4.49  -0.56  2.86  0.109
H  4.66  -0.90  0.12  0.073
H  1.96  0.54  -0.07  -0.120

Computed properties:
Charge: -1
ΔE to the lowest compared entry with this formula, charge and spin, kJ/mol: 0.00
LUMO level, eV: 3.2
Kohn-Sham gap, eV: 8.07
HOMO energy, eV: -4.90

***

The following is a DFT calculation (ωB97M-V with the def2-TZVPD basis set) of C4H12CuO8S as an isolated structure at a distorted geometry.

Each line ends with the Löwdin charge.
CARTESIAN COORDINATES (ANGSTROEM)
Cu  7.86  3.37  -19.19  0.396
S  8.53  0.53  -17.35  0.258
O  9.92  0.56  -16.96  -0.274
O  8.20  1.66  -18.22  -0.358
O  8.20  -0.67  -18.17  -0.157
O  7.59  0.49  -16.22  -0.204
C  5.17  3.87  -17.59  -0.179
C  6.45  4.27  -16.87  -0.177
O  7.32  4.98  -17.79  -0.081
O  5.58  3.13  -18.76  -0.087
H  4.62  4.77  -17.87  0.118
H  4.50  3.20  -17.05  0.129
H  7.03  3.44  -16.48  0.119
H  6.21  4.97  -16.06  0.127
H  7.14  5.92  -17.66  0.104
H  4.81  2.66  -19.07  0.105
C  7.83  4.05  -22.07  -0.232
C  7.45  2.64  -22.36  -0.221
O  7.79  1.83  -21.23  -0.058
O  7.20  4.55  -20.89  -0.058
H  7.67  4.68  -22.96  0.130
H  8.92  4.06  -21.98  0.131
H  8.03  2.23  -23.20  0.129
H  6.39  2.57  -22.64  0.124
H  8.34  1.10  -21.51  0.102
H  6.45  5.06  -21.21  0.116

Computed properties:
2S+1: 2
Expectation value of S²: 0.76
ΔE to the lowest compared entry with this formula, charge and spin, kJ/mol: 38.80
LUMO level (spin up / spin down), eV: -0.1 / -2.1
Kohn-Sham gap (spin up / spin down), eV: 8.18 / 6.20
HOMO energy (spin up / spin down), eV: -8.31 / -8.26

***

The following is a DFT calculation (ωB97M-V with the def2-TZVPD basis set) of C4H12F3O6STl as an isolated structure at a distorted geometry.

Each line ends with the Löwdin charge.
CARTESIAN COORDINATES (ANGSTROEM)
Tl  -21.56  10.04  26.45  1.135
C  -20.20  11.76  21.23  -0.565
F  -18.91  11.94  21.54  0.200
F  -20.58  12.46  20.18  0.210
F  -20.51  10.48  21.02  0.193
S  -21.26  12.24  22.75  0.668
O  -21.13  11.19  23.81  -0.409
O  -20.67  13.50  23.16  -0.179
O  -22.68  12.38  22.35  -0.127
C  -18.68  9.17  23.81  -0.099
O  -18.89  9.47  25.24  -0.229
H  -18.38  8.12  23.73  0.087
H  -19.59  9.13  23.22  0.058
H  -18.01  9.87  23.31  0.082
H  -18.07  9.20  25.67  0.080
C  -22.60  12.23  29.57  -0.136
O  -21.54  11.92  28.69  -0.249
H  -23.19  11.35  29.83  0.085
H  -22.16  12.66  30.47  0.093
H  -23.27  12.97  29.13  0.087
H  -20.74  12.28  29.09  0.081
C  -18.83  13.15  26.66  -0.095
O  -19.91  12.35  26.14  -0.262
H  -18.09  12.99  25.87  0.086
H  -18.97  14.22  26.81  0.091
H  -18.41  12.69  27.56  0.085
H  -20.18  12.79  25.33  0.030

Computed properties:
2S+1: 2
Expectation value of S²: 0.76
Charge: +1
LUMO level (spin up / spin down), eV: -3.3 / -9.6
Kohn-Sham gap (spin up / spin down), eV: 10.31 / 4.02
HOMO energy (spin up / spin down), eV: -13.59 / -13.59

***

The following is a DFT calculation (ωB97M-V with the def2-TZVPD basis set) of C4H12F5HfO4 as an isolated structure at a distorted geometry.

Each line ends with the Löwdin charge.
CARTESIAN COORDINATES (ANGSTROEM)
Hf  -32.87  -21.51  -23.49  2.045
F  -36.28  -22.91  -24.10  -0.615
F  -34.42  -22.36  -20.16  -0.609
F  -29.70  -21.45  -25.28  -0.606
F  -33.69  -19.87  -26.65  -0.603
F  -30.18  -20.80  -20.91  -0.611
C  -31.40  -26.32  -24.13  -0.240
C  -31.38  -25.94  -25.68  -0.168
O  -32.41  -24.88  -25.76  -0.122
O  -31.28  -25.16  -23.34  -0.083
H  -30.63  -27.08  -24.00  0.116
H  -32.43  -26.63  -23.91  0.116
H  -31.65  -26.76  -26.35  0.105
H  -30.40  -25.59  -26.00  0.108
H  -32.98  -24.88  -26.53  0.081
H  -30.48  -25.46  -22.89  0.086
C  -34.63  -16.69  -22.59  -0.223
C  -33.21  -16.43  -22.20  -0.258
O  -32.43  -17.30  -22.97  -0.081
O  -34.90  -18.11  -22.64  -0.099
H  -34.93  -16.28  -23.55  0.122
H  -35.32  -16.32  -21.84  0.116
H  -32.93  -16.54  -21.15  0.122
H  -32.86  -15.43  -22.47  0.117
H  -31.50  -17.07  -22.99  0.098
H  -35.86  -18.18  -22.67  0.085

Computed properties:
Charge: -1
ΔE to the lowest compared entry with this formula, charge and spin, kJ/mol: 2574.69
LUMO level, eV: -2.9
Kohn-Sham gap, eV: 4.43
HOMO energy, eV: -7.37